w) ORCA calculation (ωB97M-V/def2-TZVPD) on a gas-phase ion, C5H10NO (charge +1).

Element x y z (Å)
H 2.50321 0.06480 -1.07439
C 1.26032 -1.43251 0.15495
H 0.69715 2.25645 0.23018
H 1.41926 -1.80513 1.21860
H 1.17425 -2.19602 -0.68718
C -1.75768 -0.26482 -0.09626
O -1.45571 -1.64299 -0.29977
H -1.19843 2.36463 0.63902
N 0.67541 -0.20827 0.07991
C -0.37081 1.91625 -0.07956
H -0.62599 2.39005 -1.09100
H -1.86963 -1.99412 0.40904
C -0.47007 0.42960 -0.05190
H -2.22611 0.02806 0.88611
H -2.43177 0.01950 -0.95988
C 2.09928 -0.19407 -0.01090
H 2.57732 0.26858 0.73302

## Properties
Charge = +1
HOMO = -15.466 eV
SMILES = CC(CO)=[N+]1CC1
2S+1 = 1
HOMO-LUMO gap = 11.0 eV
Molecular weight = 100.141 g mol⁻¹


x) ORCA calculation (ωB97M-V/def2-TZVPD) on 2 unconnected molecules or ions with the total composition C5H10NO.

Element x y z (Å)
H 1.04682 0.69362 2.71398
C -0.55362 -1.22817 -1.55880
H 2.19260 -0.59968 -0.03643
N 0.42796 0.17935 2.16644
C 0.39791 0.27748 0.87022
H 1.45435 0.98138 -1.00368
C -0.97119 0.47956 0.31997
H -0.98759 -1.48997 -2.52440
H -0.12231 -0.48624 2.61879
H -1.03532 1.64665 0.19385
H -1.30610 0.75314 -1.89043
C -1.37997 -0.05139 -1.08017
H 3.12682 1.09718 0.22680
C 1.42293 0.15046 -0.14782
O 0.29639 -2.04408 -0.96706
H -2.37581 -0.43454 -0.97581
H -1.63388 0.07523 1.07455

## Properties
Charge = +1
HOMO = -13.755 eV
2S+1 = 1
HOMO-LUMO gap = 7.4 eV
Molecular weight = 100.141 g mol⁻¹


Quick ranking, most stable first: w), x).


w) ORCA calculation (ωB97M-V/def2-TZVPD) on a gas-phase ion, C5H10NO (charge +1).

Element x y z (Å)
H -1.46180 1.82182 -0.18895
H 0.36704 1.99643 -0.66990
O -2.35230 -0.33663 -0.45369
H -0.77233 -0.26905 -1.84499
C -0.11879 0.16683 0.16756
H -0.77283 -1.65831 -0.86503
H 0.00310 -1.71692 1.35950
H 2.32923 -0.05644 -1.20178
C -0.97769 -0.58839 -0.78551
H -3.11670 -0.85073 -0.62793
C 0.26228 -0.60991 1.37755
C 2.34984 -0.45124 -0.24551
H 3.20768 -0.89069 0.06120
H -0.25615 2.21089 1.07086
C -0.34926 1.67270 0.11259
N 1.20469 -0.31508 0.36571
H 0.45400 -0.12530 2.36833

## Properties
Charge = +1
HOMO = -14.560 eV
SMILES = C=[N+]1C[C@]1(C)CO
2S+1 = 1
HOMO-LUMO gap = 9.3 eV
Molecular weight = 100.141 g mol⁻¹


x) ORCA calculation (ωB97M-V/def2-TZVPD) on a gas-phase ion, C5H10NO (charge +1).

Element x y z (Å)
H -0.66213 -1.67062 -0.93720
H 1.90362 -1.45199 0.87018
H -0.74346 0.18559 2.25042
C 1.35583 -1.22588 -0.00362
C -0.66313 0.78619 -1.26505
H -1.74609 1.22258 1.20930
C -0.24922 0.18177 0.06769
N 1.27638 0.15770 0.02539
C -0.24705 -1.33140 -0.00906
C -0.80491 0.85597 1.35896
H -1.67985 0.47825 -1.34465
O 2.06628 0.97786 -0.13195
H -0.15566 0.67644 -2.21555
H 2.01571 -1.54824 -0.96589
H -0.60513 1.83877 -1.06211
H -0.82594 -1.90124 0.74092
H -0.23526 1.76825 1.41220

## Properties
Charge = +1
HOMO = -16.206 eV
SMILES = CC1(C)CC[N+]1=O
2S+1 = 1
HOMO-LUMO gap = 9.8 eV
Molecular weight = 100.141 g mol⁻¹


y) ORCA calculation (ωB97M-V/def2-TZVPD) on a gas-phase ion, C5H10NO (charge +1).

Element x y z (Å)
H 0.64204 1.12293 -0.76923
C 2.35960 1.38163 0.41648
O 1.18835 -1.42547 -0.26412
H 2.56518 2.03402 -0.42584
C -0.78192 -0.55519 0.37211
C -1.77722 -0.73404 -0.26687
H 0.35011 1.52162 0.77485
H -3.25382 -2.11124 -0.75188
H 2.62235 1.92845 1.35206
C 0.60641 -0.47031 0.61701
H -3.88169 -0.85446 0.25026
N 0.99162 0.95595 0.17747
H 3.13492 0.66162 0.25482
H -3.34101 -0.37451 -1.51989
H 0.94147 -0.74120 1.59772
C -3.13790 -0.98024 -0.69480
H 0.77150 -1.35956 -1.12016

## Properties
Charge = +1
HOMO = -14.083 eV
SMILES = CC#C[C@@H](O)[NH2+]C
2S+1 = 1
HOMO-LUMO gap = 10.6 eV
Molecular weight = 100.141 g mol⁻¹


Quick ranking, most stable first: y), w), x).


w) ORCA calculation (ωB97M-V/def2-TZVPD) on 2 unconnected molecules or ions with the total composition C5H10NO.

Element x y z (Å)
H 1.69251 -1.45698 -1.31272
C -2.24965 0.82949 0.07043
C 1.50397 -1.53741 -0.23786
H 1.78054 1.56876 1.09549
C 0.05974 1.04283 -0.14401
H -2.44981 1.21692 -0.91670
H 2.88771 -0.42260 0.86081
C -2.45256 -0.59520 0.28443
H -0.10371 0.44150 -1.02461
H 2.04397 -2.40250 0.13664
O -1.67729 -1.50036 0.24014
H -3.53585 -0.77698 0.50748
H 0.43082 -1.67872 -0.08410
N 1.96677 -0.35995 0.43863
H -2.48542 1.49135 0.89003
H -0.14541 2.09639 -0.23959
C 1.33659 0.77616 0.51067

## Properties
Charge = +1
HOMO = -13.807 eV
2S+1 = 1
HOMO-LUMO gap = 8.0 eV
Molecular weight = 100.141 g mol⁻¹


x) ORCA calculation (ωB97M-V/def2-TZVPD) on a gas-phase ion, C5H10NO (charge +1).

Element x y z (Å)
O -0.77109 2.05356 -1.07833
H 3.17798 -0.20410 -0.21445
H -0.76743 0.54997 1.75646
H -2.15007 -0.36374 -0.10968
H 0.49093 1.05534 -2.15085
H -0.04794 -0.91471 1.94375
H 1.96990 1.22559 -0.10782
N -0.09651 -0.19681 -0.69538
C -0.01408 1.00134 -1.26527
C 1.19630 -0.73114 -0.53286
C -1.20957 -0.71861 0.07939
H 1.35263 -1.79545 -0.63906
C -1.00063 -0.52201 1.59452
H -1.18388 -1.78550 -0.07220
H -1.70967 -1.07134 2.24934
H -1.40855 2.19541 -0.37999
C 2.17167 0.22219 -0.37757

## Properties
Charge = +1
HOMO = -14.675 eV
SMILES = C=C/[N+](=C/O)CC
2S+1 = 1
HOMO-LUMO gap = 10.0 eV
Molecular weight = 100.141 g mol⁻¹


Quick ranking, most stable first: x), w).


w) ORCA calculation (ωB97M-V/def2-TZVPD) on a gas-phase ion, C5H10NO (charge +1).

Element x y z (Å)
H 3.49424 0.03703 1.08252
N 1.94511 0.18411 -0.52449
C -2.60908 -0.16710 -0.43111
H -4.17296 0.43781 0.94970
H 0.90189 0.72531 1.35592
C 0.86873 0.13810 0.44022
C -3.89842 0.02019 0.00168
H 2.14949 1.15651 -0.79321
H 2.86242 -1.44590 0.33899
H -2.29140 -0.55834 -1.36984
C -1.49783 0.24888 0.30563
H 1.66093 -0.37890 -1.36789
H 4.05309 -0.27547 -0.60477
O -0.39402 -0.00549 -0.21470
C 3.14943 -0.44716 0.08474
H -1.50700 0.71274 1.26988
H -4.71460 -0.38233 -0.52325

## Properties
Charge = +1
HOMO (alpha / beta) = -11.165 / -11.860 eV
2S+1 = 1
HOMO-LUMO gap (alpha / beta) = 6.6 / 7.7 eV
Molecular weight = 100.141 g mol⁻¹


x) ORCA calculation (ωB97M-V/def2-TZVPD) on a gas-phase ion, C5H10NO (charge +1).

Element x y z (Å)
H -1.82489 -1.23963 -1.14197
H -2.46983 0.46395 -0.72557
H 1.89085 -1.80829 -0.46288
H -1.05406 1.74985 1.23384
H 0.41566 0.84174 1.78548
H 1.98578 0.50914 -1.50629
H -2.81185 -1.06849 0.33833
C 1.45688 -1.01210 0.19403
O 0.06502 -1.45697 0.21792
H 2.24312 1.08171 0.10594
C -0.34279 0.97073 0.96031
C -0.64583 -0.21250 0.20778
C -2.07996 -0.54103 -0.29908
N 0.15135 0.87663 -0.45490
H 1.66873 -1.14338 1.19211
C 1.56435 0.40716 -0.44077
H -0.21253 1.58148 -1.20427

## Properties
Charge = +1
HOMO = -15.225 eV
SMILES = C[C@]12C[N@H+]1CCO2
2S+1 = 1
HOMO-LUMO gap = 11.8 eV
Molecular weight = 100.141 g mol⁻¹


y) ORCA calculation (ωB97M-V/def2-TZVPD) on a molecular structure, C5H10NO.

Element x y z (Å)
H 1.95463 -1.16692 -1.35409
O 1.81495 -1.35123 -0.40752
H 0.16376 2.74354 0.07124
H -0.95315 -2.08400 0.64445
H -0.61661 -0.74720 -1.52502
C 1.12370 -0.47309 0.32428
H -1.75179 -0.92109 1.23336
H 0.81638 -0.77476 1.24648
N -1.46296 -1.30300 0.31988
H -1.72405 1.48954 -0.54607
C -0.79992 1.06997 -0.43423
C 0.29028 1.74614 -0.07734
C -0.65419 -0.36969 -0.57781
H 1.85402 1.42510 1.25394
H 2.36006 1.05377 -0.38622
C 1.51260 0.99492 0.31702
H -2.43156 -1.59970 0.05607

## Properties
Charge = +1
HOMO = -13.415 eV
2S+1 = 1
HOMO-LUMO gap = 9.8 eV
Molecular weight = 100.141 g mol⁻¹


Quick ranking, most stable first: x), y), w).


w) ORCA calculation (ωB97M-V/def2-TZVPD) on C4H6N2O2 in the gas phase.

Element x y z (Å)
H 1.15046 2.06265 -0.18549
N -1.80136 -0.98024 0.74969
C 1.04335 -1.45431 -1.41264
C -0.69137 -0.88641 0.06976
C 0.35036 1.54497 0.38748
C -0.39577 1.99185 1.53686
H -0.26959 3.10808 1.66544
O -0.05489 -1.75581 -0.79099
O 1.18143 -0.06420 -0.86167
H 1.94267 -1.72520 -0.97150
N -0.00223 0.25331 -0.15294
H -1.00067 1.24435 2.06068
H 0.89488 -1.45129 -2.55413
H -2.34727 -1.88772 0.45944

## Properties
HOMO = -8.207 eV
SMILES = [H]/N=C1\OCON1C=C
2S+1 = 1
HOMO-LUMO gap = 9.0 eV
Molecular weight = 114.104 g mol⁻¹


x) ORCA calculation (ωB97M-V/def2-TZVPD) on 2 unconnected molecules or ions with the total composition C4H6N2O2.

Element x y z (Å)
H -1.93673 1.42197 -0.04328
H -1.08962 -2.23316 -0.09666
C 1.12605 -0.38011 0.04700
O 1.85606 0.68253 -0.01974
C -0.24306 -0.16610 -0.13841
H 1.32054 -2.27894 -0.21541
N 1.84169 -1.60974 0.20645
C -1.43834 -1.06948 0.01651
H 0.92775 2.10969 -0.14022
H -0.82643 3.09372 0.81318
N -0.03637 2.21866 -0.05604
O -2.61019 -0.87945 0.02415
H 2.76678 -1.86510 -0.58889
C -0.73906 1.12648 -0.06124

## Properties
HOMO = -9.218 eV
2S+1 = 1
HOMO-LUMO gap = 8.5 eV
Molecular weight = 114.104 g mol⁻¹


Quick ranking, most stable first: x), w).


w) ORCA calculation (ωB97M-V/def2-TZVPD) on a molecular structure, C4H6N2O2.

Element x y z (Å)
C 1.26117 -1.15266 0.02156
N 0.40285 1.04755 -0.34861
H -0.15459 3.28294 0.58365
H 0.11206 -1.81203 -1.28089
O 1.45742 -1.03222 1.35629
C -1.19461 -0.56180 0.06731
C -0.42323 2.30429 -0.04396
C -0.05488 -1.08603 -0.52898
H -1.82520 2.49191 -0.05172
H -1.44816 -0.42050 1.25902
O 2.04258 -1.69049 -0.77654
N -0.49633 0.27225 -0.86241
H -2.20946 -0.55860 -0.66510
H 2.53039 -1.08461 1.27039

## Properties
HOMO = -9.049 eV
2S+1 = 1
HOMO-LUMO gap = 8.8 eV
Molecular weight = 114.104 g mol⁻¹


x) ORCA calculation (ωB97M-V/def2-TZVPD) on a molecular structure, C4H6N2O2.

Element x y z (Å)
H 1.41598 -1.98295 0.77674
C -0.56473 -0.46674 0.13408
H -1.04380 1.54401 -0.94014
H 0.71590 1.15449 -2.86987
N 0.95102 -0.85778 0.19307
O 0.63620 1.67215 0.53110
H -1.21448 -0.75080 -0.69098
C 0.76434 0.51603 -1.65283
N 1.46386 -0.60447 -1.24447
H -2.19769 -0.02756 1.47165
O -0.75727 -1.19497 2.31930
H 1.12268 0.53161 1.08699
C -0.13551 0.88228 -0.54018
C -1.15651 -0.41529 1.42553

## Properties
HOMO = -9.613 eV
2S+1 = 1
HOMO-LUMO gap = 9.6 eV
Molecular weight = 114.104 g mol⁻¹


Quick ranking, most stable first: x), w).


w) ORCA calculation (ωB97M-V/def2-TZVPD) on C4H6N2O2 in the gas phase.

Element x y z (Å)
N -0.01948 1.55716 -0.13989
C -0.52914 0.39120 -0.82479
H 1.02671 -1.03482 -1.24486
O -1.79258 -1.45489 0.41992
C 1.33940 -0.13446 0.55164
H 1.34289 1.99176 1.29424
C 0.87138 1.33035 0.70602
H 1.11953 -0.55975 1.50275
H 2.35692 -0.29786 0.28495
N 0.45648 -0.74836 -0.49303
O -2.90878 0.44026 0.06674
H -0.35743 -1.58920 -0.25206
C -2.02337 -0.35147 0.00181
H -0.88253 0.46009 -1.87344

## Properties
HOMO = -8.532 eV
SMILES = O=C([O-])[C@H]1N=CC[NH2+]1
2S+1 = 1
HOMO-LUMO gap = 8.8 eV
Molecular weight = 114.104 g mol⁻¹


x) ORCA calculation (ωB97M-V/def2-TZVPD) on 3 unconnected molecules or ions with the total composition C4H6N2O2.

Element x y z (Å)
N 1.70119 0.09358 -0.44831
C -2.27521 -1.73184 0.07536
C -1.28193 0.55904 -0.33770
C 2.75019 1.65981 0.48129
H 2.43068 -1.29020 0.76188
H 2.03287 -1.83767 -0.92955
N 2.12907 -0.95906 -0.21359
H -1.78472 1.15366 -1.13285
O 2.52582 2.43376 -0.36868
H -1.41236 0.92959 0.70609
H -0.08067 0.56914 -0.53129
O 3.08252 1.13764 1.45865
H -2.73538 -2.66492 -0.04952
C -1.71598 -0.79706 -0.41086

## Properties
HOMO = -9.194 eV
2S+1 = 1
HOMO-LUMO gap = 9.5 eV
Molecular weight = 114.104 g mol⁻¹


y) ORCA calculation (ωB97M-V/def2-TZVPD) on C4H6N2O2 in the gas phase.

Element x y z (Å)
N -0.63965 0.70454 -1.38607
C -0.29061 1.47845 -0.28311
H -1.29950 0.03334 1.10083
H 0.18762 3.29891 0.36927
H 1.39160 -0.29705 -0.23781
C 0.36360 -2.00359 0.72508
H -0.60742 1.20655 -2.30825
N -0.19520 2.77741 -0.39933
C 0.39374 -0.65950 -0.01084
C -0.30948 0.45564 0.85834
H -0.08715 -2.88696 0.09767
O 0.85553 -2.13045 1.82876
H 0.16895 0.79523 1.77201
O -0.21223 -0.63825 -1.33285

## Properties
HOMO = -8.864 eV
SMILES = [H]/N=C1\C[C@@H](C=O)ON1
2S+1 = 1
HOMO-LUMO gap = 9.3 eV
Molecular weight = 114.104 g mol⁻¹


Quick ranking, most stable first: w), y), x).


w) ORCA calculation (ωB97M-V/def2-TZVPD) on C4H6N2O2 in the gas phase.

Element x y z (Å)
C -1.47089 -0.14311 -0.01531
H 0.93761 -0.48043 1.60719
C 0.79657 0.46850 -0.30714
H 0.23681 0.19357 -1.21070
N -2.65141 -0.26736 -0.31452
O -0.65449 -1.11218 0.30871
O 0.14420 1.72985 0.11580
C 2.00434 -0.40323 -0.28547
H 2.83655 -0.11606 0.43754
H -1.80004 1.69655 0.15604
H 2.59011 -0.69565 -1.21204
H -2.63893 -1.37643 -0.24274
C 0.72091 -0.62510 0.59732
N -1.05134 1.13109 0.36533

## Properties
HOMO = -8.724 eV
SMILES = [H]/N=C1/NO[C@H]2C[C@@H]2O1
2S+1 = 1
HOMO-LUMO gap = 9.6 eV
Molecular weight = 114.104 g mol⁻¹


x) ORCA calculation (ωB97M-V/def2-TZVPD) on 2 unconnected molecules or ions with the total composition C4H6N2O2.

Element x y z (Å)
H 2.73117 0.23852 -1.85733
H -1.78101 0.12513 -2.06428
H -0.55318 1.29425 -0.96597
C 1.28632 -0.30667 0.83115
C 1.99538 -0.07813 -0.15012
O 2.89956 -0.30220 -1.07468
N -1.68389 -1.98315 0.89567
N 0.66262 -0.12562 2.01010
H -1.98689 1.71135 -1.70143
H 1.19523 0.30748 2.75359
C -1.50244 0.83355 -1.27604
O -1.89158 0.21337 -0.05553
H 0.15267 -0.95196 2.31032
C -1.52396 -0.97591 0.34457

## Properties
HOMO = -8.457 eV
SMILES = COC#N.NC#CO
2S+1 = 1
HOMO-LUMO gap = 8.9 eV
Molecular weight = 114.104 g mol⁻¹


y) ORCA calculation (ωB97M-V/def2-TZVPD) on C4H6N2O2 in the gas phase.

Element x y z (Å)
H 0.30989 -0.13153 2.98043
H -0.47148 -2.04853 -1.03327
C -0.30148 0.70069 1.42486
O 0.30444 -0.35037 2.03179
H -0.00546 2.09238 -1.10851
H 1.00780 -1.43752 -1.78222
H 1.06661 0.98931 -2.14372
H 0.95343 -1.73250 -0.04011
N -1.67572 0.00332 -0.06005
N -1.75938 0.29203 1.10312
C 0.37474 -1.36915 -0.89254
C -0.09870 0.03159 -0.64989
O -0.02717 1.87169 1.52860
C 0.32247 1.08859 -1.35848

## Properties
HOMO = -9.167 eV
SMILES = C=C(C)/N=N\C(=O)O
2S+1 = 1
HOMO-LUMO gap = 8.5 eV
Molecular weight = 114.104 g mol⁻¹


z) ORCA calculation (ωB97M-V/def2-TZVPD) on C4H6N2O2 in the gas phase.

Element x y z (Å)
N -1.55287 -1.19840 0.04078
H -2.28714 0.52242 -0.80006
O -0.37596 -1.45365 0.84438
H 0.11182 -2.77720 -0.64038
H 1.48472 1.83869 0.34356
O 1.71296 -0.12529 0.49886
C -0.50426 1.07909 0.31196
H -0.84365 2.06998 -0.12763
H -0.52128 1.14422 1.44877
C -1.44843 0.08515 -0.24337
C 0.99639 0.98634 -0.07203
N 1.64787 -1.26247 -0.32171
C 0.54459 -1.85727 -0.10490
H 1.03523 0.94840 -1.17823

## Properties
HOMO = -9.861 eV
SMILES = C1=N\O/C=N\OCC/1
2S+1 = 1
HOMO-LUMO gap = 10.2 eV
Molecular weight = 114.104 g mol⁻¹


Quick ranking, most stable first: y), z), x), w).